Record 1
ORCA calculation (ωB97M-V/def2-TZVPD) on a structure of composition C26H36IO2P2RuSi.

<S²>: 8.7943
multiplicity: 6
HOMO energy (alpha / beta): -0.4628 / -0.5182 Ha
frontier orbital gap (alpha / beta): 6.4 / 4.1 eV
total charge: +2

The geometry in XYZ format:
```
69
Properties=species:S:1:pos:R:3:forces:R:3
I -1.807 0.359 0.554 -2.2 0.1 2.1
Ru -1.019 -2.366 0.523 -3.2 -4.1 0.7
P -1.250 -2.370 2.876 -0.5 -0.5 1.6
P -1.179 -2.282 -1.835 -0.8 -2.0 -2.4
Si 0.707 0.904 -0.636 -1.8 3.1 0.0
O -0.256 -0.935 -0.626 2.5 7.0 0.4
O 1.835 -1.442 0.577 -0.3 0.2 -0.3
C 0.299 -1.584 -2.651 0.3 -0.5 -1.6
C -2.641 -1.368 3.493 0.1 -0.1 0.0
C 0.135 3.187 2.942 -0.1 0.0 -0.5
C 3.415 0.832 -1.688 0.7 0.8 0.0
C -2.334 3.650 -3.381 0.4 -0.1 -0.6
C 1.822 1.130 2.096 0.3 0.5 1.6
C 1.884 1.611 3.414 0.4 -1.0 -1.5
C -0.324 2.277 -3.101 -0.7 0.3 0.3
C 4.622 1.485 -1.997 -0.4 0.2 0.2
C 0.203 -1.705 3.762 -0.2 -0.1 -0.1
C 0.891 1.646 1.176 0.0 -1.3 -0.7
C -1.200 3.039 -3.914 0.0 -0.2 0.7
C -2.552 -1.254 -2.451 0.1 0.1 0.3
C 2.502 2.968 -0.989 -0.2 -0.1 0.2
C 4.762 2.867 -1.793 -0.3 -0.5 0.0
C -0.549 2.109 -1.716 -0.9 0.0 0.4
C 3.697 3.608 -1.292 0.0 -0.4 0.1
C 1.022 2.619 3.842 -0.5 0.6 0.1
C -1.549 -4.006 3.635 0.0 0.1 -0.1
C -0.362 -4.400 0.514 -0.4 0.4 0.2
C -2.591 3.529 -2.035 0.4 -0.2 0.4
C 0.092 2.727 1.628 -0.3 0.7 1.7
C 0.728 -1.783 0.556 5.0 -0.6 1.4
C -1.727 2.799 -1.227 0.5 -0.1 -0.9
C 2.352 1.573 -1.172 0.8 -1.0 -0.7
C -1.454 -3.883 -2.674 -0.1 0.2 -0.1
H -2.400 -4.471 3.130 0.1 0.0 0.1
H 0.306 -4.600 1.355 -0.1 0.1 -0.1
H -3.477 3.993 -1.604 0.3 -0.1 0.0
H 0.452 -0.572 -2.263 0.2 -0.5 -1.5
H -3.429 -1.426 -1.824 0.0 0.0 -0.2
H -2.878 -1.662 4.521 0.0 0.1 -0.2
H 1.693 3.574 -0.594 -0.1 -0.1 -0.1
H -2.093 2.802 -0.225 0.4 -0.2 0.6
H 2.507 0.353 1.820 0.2 -0.2 -0.2
H 0.527 1.811 -3.569 0.3 -0.1 -0.1
H -0.675 -4.650 3.515 -0.1 0.1 0.0
H 3.792 4.676 -1.129 0.0 -0.1 0.0
H 0.038 -1.710 4.844 0.0 0.0 -0.1
H -2.358 -0.314 3.452 -0.1 -0.1 0.1
H -3.502 -1.525 2.841 0.0 0.0 0.2
H -0.566 -4.515 -2.597 -0.1 0.0 0.0
H 5.694 3.368 -2.020 0.0 -0.1 -0.1
H -3.023 4.219 -3.999 0.2 -0.1 -0.1
H -2.265 -0.203 -2.370 -0.1 0.0 -0.2
H 0.166 -1.548 -3.736 0.1 -0.2 0.0
H -1.249 -5.033 0.589 0.0 0.1 0.1
H -2.768 -1.514 -3.493 0.1 0.1 0.2
H 1.049 2.974 4.865 0.1 0.0 0.0
H -1.015 3.153 -4.972 0.2 -0.1 0.0
H 0.367 -0.679 3.417 0.0 -0.1 0.1
H 3.317 -0.233 -1.836 0.1 -0.1 0.0
H 0.178 -4.637 -0.405 -0.1 0.2 0.1
H 5.457 0.923 -2.387 0.0 -0.1 0.0
H -0.531 3.983 3.259 0.1 0.0 -0.1
H 1.088 -2.302 3.526 -0.1 0.1 0.0
H 1.177 -2.190 -2.412 0.0 0.0 -0.1
H -1.772 -3.893 4.700 0.1 0.0 -0.2
H -2.292 -4.392 -2.190 0.1 0.0 -0.1
H -0.595 3.227 1.003 -0.5 0.3 -0.9
H 2.593 1.188 4.111 0.1 -0.1 0.0
H -1.688 -3.718 -3.731 0.0 -0.1 0.1
```
Positions in Å, forces in eV/Å.

natural (NBO) population analysis, charges in e, atoms 1 to 6: 0.320 0.465 1.010 1.189 1.854 -1.023

Record 2
ORCA calculation (ωB97M-V/def2-TZVPD) on a structure of composition C26H36NO2PdSSiTe.

HOMO energy (alpha / beta): -0.1622 / -0.1602 Ha
frontier orbital gap (alpha / beta): 6.3 / 6.2 eV
ΔE to the lowest compared entry with this formula, charge and spin: 142.7 kJ/mol
total charge: -1

The geometry in XYZ format:
```
69
Properties=species:S:1:pos:R:3:forces:R:3
Te -0.726 -1.115 -2.516 -0.7 0.0 -1.1
Pd 0.149 0.328 -0.467 -0.2 0.8 0.9
S 4.581 0.080 0.349 0.5 -0.1 0.3
Si -1.367 2.074 -0.035 -0.6 0.0 -0.7
O 0.392 -0.542 1.764 -0.1 0.3 0.0
O -0.981 -1.894 -0.133 -0.1 -0.5 0.3
N 2.238 0.550 -1.094 0.6 -0.1 0.2
C -2.483 -3.546 0.587 -0.1 -0.2 0.0
C 0.996 -4.277 -4.711 0.0 -0.1 0.0
C -4.185 2.767 -0.087 0.2 0.0 0.0
C -3.087 -4.235 1.606 0.1 0.1 -0.1
C -1.206 2.933 1.671 0.6 -0.6 -0.2
C -3.576 0.670 -1.287 0.1 0.0 0.1
C -3.256 1.550 -0.076 0.4 -0.1 -0.1
C -0.421 -1.032 2.542 -0.1 -0.1 0.1
C 0.622 3.696 -1.202 -0.1 -0.1 0.1
C -1.607 4.784 -1.115 -0.1 -0.1 0.1
C -2.837 -3.892 2.943 0.0 0.0 0.3
C 1.006 -4.498 -6.082 0.0 0.0 0.0
C 0.716 -3.018 -4.196 -0.1 0.0 -0.1
C 0.669 -2.735 -2.725 0.1 0.2 0.3
C -1.160 2.970 -2.776 0.0 0.0 0.1
C 0.446 -2.194 -6.444 0.0 0.0 0.0
C -0.888 3.455 -1.348 0.1 -0.4 0.1
C 0.120 -0.631 -4.470 0.1 0.2 0.2
C -1.316 -2.141 2.208 0.0 0.0 -0.2
C -3.526 0.721 1.185 0.1 0.1 0.0
C -0.497 -0.449 3.946 0.1 0.0 -0.1
C -1.982 -2.851 3.219 0.0 0.0 0.0
C 0.729 -3.455 -6.952 0.0 0.0 0.0
C 0.439 -1.964 -5.074 0.0 -0.1 0.0
C -1.549 -2.500 0.837 0.2 0.3 -0.1
C 3.212 0.345 -0.459 -0.6 0.2 -0.6
H -1.805 -2.582 4.254 0.0 0.0 0.0
H 0.090 0.467 3.961 0.0 0.0 0.0
H -0.217 3.380 1.791 0.0 0.0 0.0
H 0.719 -3.621 -8.022 0.0 0.0 0.0
H -1.219 5.537 -1.810 0.0 0.0 0.0
H 1.195 -5.101 -4.035 0.0 0.0 0.0
H -2.231 2.901 -2.980 0.0 0.0 0.0
H -5.217 2.447 0.097 0.0 0.0 0.0
H -3.767 -5.049 1.382 0.0 0.0 0.0
H -0.725 3.666 -3.503 0.0 0.0 0.0
H -2.683 4.707 -1.279 0.0 0.1 0.0
H -0.710 1.987 -2.938 0.0 0.0 -0.1
H -1.958 3.715 1.788 -0.1 0.0 -0.1
H -4.158 3.273 -1.054 -0.1 0.0 0.0
H 1.214 -5.489 -6.468 0.0 0.0 0.0
H -3.917 3.491 0.687 -0.1 0.0 0.0
H -4.655 0.488 -1.351 0.0 0.0 0.0
H -2.674 -3.785 -0.453 0.0 0.0 0.0
H -0.551 -0.047 -5.099 -0.1 0.0 0.1
H 0.870 4.059 -0.200 0.0 0.0 0.0
H -1.440 5.147 -0.098 0.0 0.1 0.0
H -4.544 0.315 1.160 0.0 0.0 0.0
H -3.314 -4.436 3.749 0.0 0.0 0.0
H -2.831 -0.120 1.257 -0.1 0.0 0.0
H 1.635 -2.398 -2.342 0.0 0.0 0.0
H -3.254 1.126 -2.225 0.0 0.0 0.0
H -1.527 -0.234 4.233 0.0 0.0 0.0
H 0.339 -3.588 -2.137 -0.1 0.1 0.0
H -3.077 -0.295 -1.195 -0.1 0.0 0.0
H -1.336 2.205 2.475 0.0 0.1 0.0
H 1.188 2.779 -1.372 0.1 0.0 0.0
H -0.068 -1.146 4.667 -0.1 0.0 0.0
H 0.956 4.447 -1.927 0.0 0.0 0.0
H -3.427 1.325 2.091 0.0 0.0 0.0
H 0.221 -1.375 -7.119 0.0 0.0 0.0
H 1.031 -0.048 -4.308 0.0 0.0 0.1
```
Positions in Å, forces in eV/Å.

natural (NBO) population analysis, charges in e, atoms 1 to 6: 0.710 0.505 -0.304 1.609 -0.607 -0.807

Record 3
ORCA calculation (ωB97M-V/def2-TZVPD) on a structure of composition C26H36NOSiTi.

<S²>: 2.0132
multiplicity: 3
HOMO energy (alpha / beta): -0.0027 / -0.1782 Ha
frontier orbital gap (alpha / beta): 2.6 / 7.3 eV
ΔE to the lowest compared entry with this formula, charge and spin: 191.8 kJ/mol
total charge: -1

The geometry in XYZ format:
```
66
Properties=species:S:1:pos:R:3:forces:R:3
Ti 1.019 0.363 0.688 0.6 1.0 1.5
Si 3.367 -2.320 0.745 -1.0 0.9 -0.9
O -0.173 -1.302 -2.005 -1.5 0.5 -1.2
N -2.359 -0.943 -2.652 0.0 -0.2 -0.7
C -0.878 -0.821 1.785 0.7 0.5 0.6
C 2.072 2.485 1.157 -0.3 0.1 -0.9
C 5.057 -2.244 -0.099 0.1 -0.2 0.1
C 0.055 1.076 2.749 -0.8 -1.2 0.0
C 2.961 1.854 0.235 -0.7 0.1 -0.1
C 0.334 -1.207 2.426 -0.4 0.7 0.1
C 2.249 1.639 -0.990 -0.6 0.3 0.7
C 0.895 2.095 -0.819 1.0 0.8 0.6
C -4.510 1.386 1.217 0.4 1.8 -0.5
C -1.208 -0.615 -1.971 1.4 -0.7 0.8
C 0.252 1.550 -3.176 -0.1 -0.1 0.1
C 0.800 2.661 0.504 0.9 0.0 -1.0
C 2.119 -1.215 -0.167 1.1 -1.2 -0.5
C -4.183 1.001 -1.142 0.0 1.7 -0.8
C 3.686 -1.819 2.530 0.3 -0.2 0.3
C -1.034 0.600 1.947 0.5 -0.5 1.0
C -3.650 -1.286 -2.026 -0.4 0.7 0.9
C 2.747 -4.089 0.630 0.2 -0.3 0.2
C 0.921 -0.029 3.023 -0.6 -0.4 -0.1
C -4.536 0.007 1.445 -0.4 -1.6 0.5
C -0.267 1.831 -1.755 0.1 0.2 -0.2
C -4.268 -0.869 0.396 0.2 0.3 -0.9
C -1.069 0.638 -1.132 -0.3 -0.7 0.2
C -1.227 3.034 -1.852 0.0 0.1 -0.2
C -4.023 -0.364 -0.894 0.1 -2.2 0.6
C -4.292 1.891 -0.064 -0.6 -0.5 0.4
H 3.513 -4.788 0.991 -0.2 0.0 0.0
H -4.759 -0.399 2.432 0.1 0.2 -0.2
H -0.611 0.170 -0.211 -1.0 0.6 -1.3
H 0.796 2.431 -3.543 -0.1 -0.2 0.1
H 2.655 1.205 -1.903 -0.2 0.0 0.5
H 4.673 -2.202 2.836 -0.2 0.1 0.0
H 5.794 -2.838 0.457 0.0 0.1 -0.1
H 2.319 2.816 2.168 -0.1 -0.2 -0.4
H 5.000 -2.649 -1.115 0.0 0.1 0.1
H 2.514 -4.334 -0.416 0.1 0.1 0.2
H -0.728 3.936 -2.247 0.0 -0.4 0.1
H 1.796 -0.024 3.669 -0.2 0.1 -0.3
H -2.027 2.759 -2.556 0.1 0.1 0.3
H -4.689 2.070 2.041 0.2 0.0 0.0
H -3.675 -2.312 -1.635 0.4 0.0 -0.1
H 1.834 -4.240 1.219 0.1 0.0 -0.1
H 0.689 -2.234 2.519 0.0 0.5 -0.2
H 4.005 1.589 0.422 -0.5 0.1 -0.1
H 0.127 2.081 3.166 0.2 -0.3 -0.4
H -4.257 -1.958 0.539 0.1 0.4 0.1
H -0.604 1.368 -3.841 0.2 0.0 0.1
H -2.028 1.009 -0.777 0.1 0.0 0.0
H -2.140 -1.550 -3.437 0.1 -0.2 0.3
H 1.348 -1.852 -0.652 0.5 0.1 0.4
H 3.684 -0.725 2.639 0.1 -0.3 -0.1
H -4.123 1.357 -2.176 0.1 0.0 0.4
H -1.694 3.299 -0.891 0.1 -0.2 -0.2
H -1.606 -1.488 1.315 0.4 0.3 -0.1
H -0.085 3.170 0.875 0.3 -0.3 0.1
H 0.910 0.671 -3.210 -0.2 0.2 0.0
H 2.686 -0.789 -1.028 -0.3 -0.4 0.5
H -4.411 -1.232 -2.814 0.0 0.1 -0.3
H -4.236 2.963 -0.249 -0.2 -0.1 0.1
H 2.938 -2.235 3.218 0.1 0.1 -0.1
H 5.424 -1.212 -0.144 0.0 -0.1 -0.1
H -1.893 1.179 1.607 0.3 -0.2 0.0
```
Positions in Å, forces in eV/Å.

natural (NBO) population analysis, charges in e, atoms 1 to 6: 1.264 1.660 -0.626 -0.658 -0.302 -0.278

Electronic energy per entry: -68756.3600 -62619.4071 -62076.0099 eV